{
  "formula": "C10H30ClIP3Sn",
  "method": "ωB97M-V/def2-TZVPD",
  "orbital_gap_ev": 6.31,
  "lumo_energy_ha": -0.4607,
  "charge": 3,
  "e_tot_ha": -2394.261852,
  "symbols": ["C", "I", "H", "H", "H", "Sn", "P", "C", "C", "H", "H", "H", "H", "H", "H", "C", "H", "H", "H", "P", "C", "C", "H", "H", "H", "C", "H", "H", "H", "H", "H", "H", "Cl", "C", "P", "C", "C", "H", "H", "H", "H", "H", "H", "H", "H", "H"],
  "coordinates": [[-3.2370, -4.2577, 0.2117], [-2.0437, -2.4104, -0.3277], [-4.1984, -3.8976, 0.5847], [-2.6657, -4.8414, 0.9385], [-3.3084, -4.7341, -0.7697], [-0.4435, -0.3490, 0.0572], [-0.1896, -0.4250, 2.6864], [0.9948, -1.6456, 3.2964], [0.2770, 1.1775, 3.4370], [0.2999, 1.0639, 4.5334], [-1.6670, -0.8603, 4.5334], [-0.4663, 1.9431, 3.1655], [-2.5441, -0.0867, 3.1610], [2.0075, -1.3946, 2.9673], [1.2675, 1.5071, 3.0861], [-1.7953, -0.8431, 3.4393], [0.9534, -1.6620, 4.3959], [-2.1319, -1.8286, 3.0879], [0.7234, -2.6320, 2.9075], [-1.0385, 0.3756, -2.5128], [-0.1938, -0.5359, -3.8311], [-2.8222, 0.1067, -2.8233], [-1.3701, 2.7545, -2.1845], [-1.1241, 2.3441, -3.9150], [0.2752, 2.4161, -2.7949], [-0.7856, 2.1436, -2.8877], [-3.4144, 0.6985, -2.1093], [-3.0464, 0.4295, -3.8529], [-0.5984, -0.2161, -4.8038], [-0.3705, -1.6076, -3.6989], [-3.0740, -0.9572, -2.6991], [0.8807, -0.3404, -3.7960], [-2.0524, 1.5024, 0.5458], [2.2993, 2.7947, 0.0141], [2.0040, 1.0236, -0.2144], [2.7850, 0.7558, -1.8292], [3.2482, 0.3269, 0.9065], [1.7308, 3.3736, -0.7193], [3.3809, 2.9629, -0.1426], [2.0270, 3.0986, 1.0294], [3.8322, 1.0648, -1.7151], [2.7443, -0.3002, -2.1040], [2.3097, 1.3651, -2.6024], [4.2175, 0.7079, 0.5601], [3.0777, 0.6530, 1.9359], [3.2453, -0.7644, 0.8526]],
  "nbo_charge": [-0.486, 0.186, 0.264, 0.260, 0.264, 0.819, 1.122, -0.970, -0.952, 0.302, 0.299, 0.292, 0.291, 0.267, 0.254, -0.958, 0.298, 0.259, 0.269, 1.148, -0.972, -0.959, 0.291, 0.304, 0.253, -0.957, 0.287, 0.294, 0.297, 0.271, 0.260, 0.264, -0.466, -0.933, 1.016, -0.950, -0.951, 0.270, 0.286, 0.269, 0.287, 0.259, 0.256, 0.286, 0.255, 0.257]
}